The following is a quantum chemistry calculation of a molecular structure, C24H27Br69NO5P, from the OMol25 dataset.

XYZ file:
```
127
Properties=species:S:1:pos:R:3
N -0.07 2.63 -0.54
C -0.95 3.76 -0.49
O -0.83 4.72 -1.24
O -2.05 3.79 0.41
P -3.43 3.10 -0.25
O -4.66 3.84 0.19
O -3.59 1.55 0.35
O -3.44 3.13 -1.92
H -0.34 2.00 -1.31
H -0.08 2.13 0.35
H -3.09 0.92 -0.21
H -2.63 2.75 -2.31
C -4.71 -1.50 -1.84
Br -5.03 -2.72 -0.37
Br -5.86 0.05 -1.76
Br -2.84 -1.01 -1.97
H -4.96 -2.03 -2.75
C -0.11 8.26 0.72
Br -0.53 6.49 0.03
Br 0.72 8.18 2.47
Br 0.94 9.29 -0.53
H -1.06 8.78 0.85
C -1.00 -4.15 -0.27
Br -1.37 -5.92 -0.97
Br -0.09 -4.23 1.43
Br -0.04 -3.06 -1.55
H -1.96 -3.67 -0.10
C -4.01 9.41 2.22
Br -4.37 7.65 1.51
Br -3.16 9.32 3.96
Br -2.99 10.49 0.98
H -4.97 9.90 2.36
C -7.89 9.42 4.45
Br -7.05 10.65 3.22
Br -9.51 8.67 3.73
Br -6.65 8.04 5.02
H -8.16 9.98 5.33
C -4.53 3.98 5.42
Br -4.31 5.89 5.16
Br -6.33 3.53 5.95
Br -3.97 2.98 3.86
H -3.87 3.69 6.23
C 4.20 10.72 2.01
Br 2.36 11.31 1.93
Br 4.46 9.36 3.37
Br 4.85 10.14 0.28
H 4.80 11.58 2.30
C -4.75 4.38 9.54
Br -5.30 6.21 9.26
Br -2.92 4.10 8.97
Br -5.03 3.81 11.36
H -5.38 3.76 8.91
C 4.18 -3.25 -1.88
Br 3.36 -1.60 -2.47
Br 4.22 -3.39 0.05
Br 3.34 -4.80 -2.69
H 5.21 -3.24 -2.22
C 6.33 -6.96 -0.05
Br 7.10 -5.78 -1.38
Br 4.70 -7.78 -0.69
Br 7.61 -8.27 0.56
H 6.06 -6.35 0.80
C 4.95 -2.75 4.30
Br 5.77 -1.53 3.04
Br 3.30 -3.50 3.62
Br 6.19 -4.13 4.86
H 4.70 -2.17 5.18
C 0.91 -7.64 -4.93
Br 0.52 -9.42 -5.59
Br 1.82 -7.69 -3.22
Br 1.88 -6.59 -6.23
H -0.05 -7.15 -4.77
C -2.69 -7.99 -7.98
Br -2.39 -6.15 -7.47
Br -1.17 -8.74 -8.90
Br -3.22 -9.07 -6.46
H -3.52 -8.00 -8.68
C 6.96 7.34 6.48
Br 5.71 6.22 5.52
Br 6.45 9.21 6.40
Br 7.21 6.74 8.30
H 7.92 7.25 5.97
C -8.38 -4.19 -1.60
Br -9.37 -3.08 -0.36
Br -9.28 -5.87 -1.92
Br -7.99 -3.25 -3.24
H -7.43 -4.42 -1.13
C 11.30 -6.57 -0.08
Br 11.30 -4.68 -0.50
Br 11.74 -7.65 -1.62
Br 12.45 -6.97 1.43
H 10.29 -6.83 0.22
C 3.32 -11.24 -3.24
Br 2.95 -13.02 -3.89
Br 4.23 -11.26 -1.53
Br 4.30 -10.19 -4.54
H 2.37 -10.75 -3.09
C 0.00 -12.38 -11.44
Br 1.70 -11.90 -12.23
Br 0.16 -12.73 -9.55
Br -1.36 -11.05 -11.81
H -0.32 -13.30 -11.91
C 0.64 11.19 -4.19
Br 0.80 12.01 -5.93
Br 0.00 9.36 -4.31
Br 2.29 11.29 -3.19
H -0.10 11.75 -3.64
C -4.93 -12.41 -4.69
Br -3.37 -13.34 -4.03
Br -5.69 -13.30 -6.24
Br -6.25 -12.14 -3.31
H -4.60 -11.43 -5.02
C 6.45 0.29 6.36
Br 6.08 -0.91 7.83
Br 5.31 1.86 6.41
Br 8.32 0.77 6.27
H 6.21 -0.24 5.44
C -3.42 8.16 -5.55
Br -5.28 8.71 -5.62
Br -3.12 6.84 -4.17
Br -2.79 7.56 -7.28
H -2.84 9.04 -5.29
C 1.79 1.45 7.80
Br 0.59 0.26 6.85
Br 1.17 3.28 7.76
Br 2.12 0.84 9.60
H 2.74 1.42 7.28
```

Calculated values
Electronic energy ... -179309.78786 hartree
Frontier orbital gap ... 8.46 eV
Charge ... 0
Multiplicity ... 1
ΔE to the lowest compared entry with this formula, charge and spin ... 0.000 eV

---

The following is a quantum chemistry calculation of a molecular structure, C24H27BrIrNO3, from the OMol25 dataset.

XYZ file:
```
57
Properties=species:S:1:pos:R:3
Ir 0.50 -0.54 -0.20
C -1.19 -2.87 -1.91
C -0.37 -2.51 -0.71
C -1.01 -2.00 0.48
C -2.49 -1.77 0.55
C -0.24 -1.93 1.70
C -0.91 -1.94 3.03
C 1.16 -1.82 1.59
C 1.96 -1.45 2.81
C 1.81 -2.23 0.37
C 3.30 -2.24 0.30
C 1.04 -2.67 -0.75
C 1.72 -3.26 -1.96
H -1.39 -3.95 -1.86
H -0.66 -2.69 -2.85
H -2.15 -2.37 -1.94
H -3.01 -2.71 0.75
H -2.89 -1.37 -0.38
H -2.73 -1.07 1.35
H -0.99 -0.94 3.46
H -0.31 -2.55 3.71
H -1.90 -2.38 2.96
H 2.21 -2.36 3.37
H 1.38 -0.80 3.46
H 2.88 -0.95 2.57
H 3.66 -3.15 0.80
H 3.75 -1.40 0.82
H 3.67 -2.26 -0.72
H 2.04 -2.50 -2.67
H 1.05 -3.95 -2.48
H 2.59 -3.83 -1.66
O 0.17 2.25 -5.65
C 0.07 1.63 -4.50
C -1.09 1.01 -4.01
C -1.06 0.37 -2.80
N 0.06 0.30 -2.06
C 1.14 0.93 -2.52
Br 2.53 0.78 -1.23
C 1.24 1.60 -3.70
H -0.65 2.24 -6.17
H -2.01 1.04 -4.58
H -1.94 -0.10 -2.39
H 2.15 2.08 -4.04
O -0.44 0.80 2.49
C -0.37 1.61 1.58
O -0.05 1.34 0.35
C -0.71 3.06 1.85
C -0.87 3.45 3.22
C -1.21 4.77 3.60
C -1.40 5.71 2.62
C -1.25 5.33 1.26
C -0.90 3.99 0.88
H -0.73 2.68 3.98
H -1.31 5.02 4.64
H -1.67 6.73 2.86
H -1.40 6.07 0.49
H -0.79 3.74 -0.16
```

Calculated values
Electronic energy ... -3888.56636 hartree
Frontier orbital gap (spin up / spin down) ... 8.34 / 5.90 eV
Charge ... +3
Multiplicity ... 2
ΔE to the lowest compared entry with this formula, charge and spin ... 0.012 eV

---

The following is a quantum chemistry calculation of C24H27ClN4O5 in the gas phase, from the OMol25 dataset.

XYZ file:
```
61
Properties=species:S:1:pos:R:3
C -1.60 -2.63 -3.38
O -2.53 -3.30 -2.56
C -2.53 -2.88 -1.22
C -1.32 -3.39 -0.41
C -1.47 -3.04 1.07
N -0.21 -3.11 1.78
C 0.56 -2.03 1.99
O 0.22 -0.90 1.68
C 1.89 -2.30 2.67
C 3.03 -2.26 1.64
N 2.95 -1.03 0.86
C 3.54 0.10 1.40
O 4.22 0.03 2.40
C 3.29 1.33 0.65
C 3.89 2.52 1.06
C 3.64 3.69 0.39
C 2.78 3.69 -0.70
C 2.17 2.52 -1.12
C 2.42 1.32 -0.45
N 1.84 0.13 -0.85
C 0.87 0.10 -1.92
C -0.43 0.86 -1.63
O -1.10 1.28 -2.55
N -0.72 1.00 -0.32
C -1.87 1.64 0.19
C -2.59 0.95 1.17
C -3.73 1.51 1.70
Cl -4.62 0.63 2.91
C -4.18 2.75 1.28
C -3.43 3.44 0.35
C -2.26 2.92 -0.20
C -1.44 3.75 -1.14
C 2.11 -1.07 -0.23
O 1.65 -2.11 -0.64
H -1.72 -1.54 -3.31
H -0.56 -2.89 -3.12
H -1.80 -2.95 -4.40
H -3.45 -3.29 -0.79
H -2.57 -1.78 -1.16
H -1.24 -4.47 -0.54
H -0.40 -2.94 -0.78
H -2.18 -3.70 1.56
H -1.83 -2.01 1.16
H 0.18 -4.03 1.94
H 1.89 -3.26 3.18
H 2.07 -1.50 3.40
H 2.95 -3.10 0.94
H 3.99 -2.27 2.14
H 4.55 2.48 1.91
H 4.11 4.61 0.70
H 2.58 4.61 -1.24
H 1.51 2.55 -1.97
H 0.62 -0.95 -2.09
H 1.30 0.49 -2.85
H -0.27 0.37 0.34
H -2.23 0.00 1.51
H -5.08 3.18 1.69
H -3.75 4.42 0.05
H -0.39 3.73 -0.84
H -1.52 3.37 -2.15
H -1.79 4.78 -1.12
```

Calculated values
Electronic energy ... -1986.29561 hartree
Frontier orbital gap ... 8.84 eV
Charge ... 0
Multiplicity ... 1
SMILES ... COCCCNC(=O)CCn1c(=O)c2ccccc2n(CC(=O)Nc2cc(Cl)ccc2C)c1=O
ΔE to the lowest compared entry with this formula, charge and spin ... 0.117 eV

---

The following is a quantum chemistry calculation of 2 unconnected molecules or ions with the total composition C24H27ClN5O6, from the OMol25 dataset.

XYZ file:
```
63
Properties=species:S:1:pos:R:3
O -0.29 1.07 -9.49
O -0.45 2.35 -4.16
O 2.08 -1.93 -7.21
O 0.79 1.25 -2.70
Cl -0.50 -1.42 -0.81
N -1.12 -2.24 4.18
N -0.96 -3.47 6.17
O -0.09 -1.45 10.32
O 0.12 1.07 9.12
C 0.86 1.47 -9.55
C 0.37 1.45 -3.86
C 1.31 -1.05 -7.57
C -1.16 -3.38 4.86
C -0.94 2.12 1.10
C -0.82 1.15 0.10
C -0.94 1.73 2.44
C -0.65 -0.57 1.77
C -0.67 -0.20 0.43
C -0.25 -1.29 8.97
C -0.15 -0.03 8.35
C -0.81 0.38 2.79
C -0.50 -2.44 8.21
C -0.85 -1.12 4.83
C -0.35 0.04 6.96
C -0.70 -2.35 6.84
C -0.63 -1.12 6.20
N -0.82 0.09 4.16
N 0.15 -1.34 -8.17
N 1.80 1.23 -8.64
C -1.30 -1.16 11.05
C 0.71 2.22 8.49
C 1.29 2.31 -10.72
C -0.37 -2.69 -8.40
C 0.92 0.54 -4.96
C 0.84 1.17 -6.36
C 1.70 0.43 -7.40
H -1.37 -4.30 4.31
H -1.03 3.16 0.82
H -0.83 1.45 -0.95
H -1.04 2.49 3.21
H -0.51 -1.62 1.98
H -0.55 -3.41 8.68
H -0.28 1.01 6.47
H -0.86 0.89 4.77
H -0.40 -0.55 -8.50
H 2.70 1.65 -8.81
H -1.13 -1.34 12.11
H -1.60 -0.12 10.91
H -2.11 -1.81 10.71
H 1.10 2.90 9.25
H -0.04 2.76 7.90
H 1.54 1.92 7.83
H 2.11 1.81 -11.23
H 0.45 2.43 -11.40
H 1.61 3.29 -10.36
H -0.78 -3.08 -7.47
H -1.15 -2.66 -9.16
H 0.44 -3.34 -8.73
H 0.38 -0.41 -4.97
H 1.98 0.33 -4.75
H 1.20 2.20 -6.30
H -0.21 1.19 -6.69
H 2.70 0.39 -6.97
```

Calculated values
Electronic energy ... -2116.26850 hartree
Frontier orbital gap ... 5.86 eV
Charge ... -1
Multiplicity ... 1
ΔE to the lowest compared entry with this formula, charge and spin ... 1.884 eV

---

The following is a quantum chemistry calculation of a molecular structure, C24H27EuN3O3, from the OMol25 dataset.

XYZ file:
```
58
Properties=species:S:1:pos:R:3
C 5.69 -1.62 -0.65
C 4.76 -0.51 -1.23
N 3.88 -0.91 -2.10
C 4.85 1.04 -0.75
C 3.64 1.28 0.25
C 3.66 0.92 1.58
C 2.38 1.17 2.44
O 2.42 1.49 3.61
C 1.02 0.99 1.66
C -0.17 0.44 2.33
C -1.39 0.27 1.50
C -1.44 0.63 0.06
C -2.79 0.35 -0.68
C -2.59 -0.92 -1.62
C -2.06 -2.21 -0.87
C -3.28 -2.97 -0.18
N -3.13 -3.13 1.29
C -2.04 -3.10 2.12
C -2.42 -3.33 3.56
C -3.88 -3.49 3.52
C -4.27 -3.38 2.07
C -0.28 1.23 -0.65
C -0.33 1.66 -2.17
C -0.97 3.12 -2.41
C -1.38 3.84 -1.08
N -0.39 4.55 -0.27
O -2.53 3.81 -0.72
C 0.99 1.40 0.22
C 2.36 1.97 -0.34
O 2.44 2.95 -1.19
H 5.50 -2.60 -1.18
H 6.78 -1.40 -0.78
H 5.47 -1.80 0.44
H 3.33 -0.09 -2.36
H 5.86 1.30 -0.35
H 4.65 1.65 -1.69
H 4.58 0.44 1.99
H -0.16 0.16 3.41
H -2.28 -0.17 2.04
H -3.66 0.21 0.00
H -2.97 1.23 -1.36
H -1.90 -0.74 -2.49
H -3.60 -1.14 -2.08
H -1.69 -2.91 -1.68
H -1.19 -2.04 -0.20
H -3.35 -4.00 -0.62
H -4.22 -2.43 -0.48
H -0.99 -2.90 1.79
H -1.77 -3.36 4.47
H -4.58 -3.67 4.36
H -5.27 -3.47 1.59
H 0.72 1.68 -2.57
H -0.91 0.97 -2.84
H -0.30 3.74 -3.07
H -1.93 3.00 -3.00
H -0.28 4.01 0.59
H -0.75 5.48 -0.02
Eu 2.16 1.30 -3.23
```

Calculated values
Electronic energy ... -2029.98356 hartree
Frontier orbital gap (spin up / spin down) ... 4.03 / 1.61 eV
Charge ... +2
Multiplicity ... 8

---

The following is a quantum chemistry calculation of a molecular structure, C24H27F4KN5P, from the OMol25 dataset.

XYZ file:
```
62
Properties=species:S:1:pos:R:3
K -0.02 -0.22 -0.03
F -4.86 -4.30 -3.56
C -3.83 -3.54 -3.92
C -3.32 -3.72 -5.17
F -3.88 -4.64 -5.94
C -2.19 -3.01 -5.67
C -1.73 -2.02 -4.78
C -2.25 -1.83 -3.54
F -1.73 -0.83 -2.81
C -3.29 -2.62 -2.99
C -3.71 -2.52 -1.64
C -2.98 -1.74 -0.71
N -2.32 -1.14 0.03
C -4.77 -3.29 -1.04
N -5.59 -3.89 -0.49
F -0.74 -1.21 -5.15
C -1.57 -3.29 -6.91
C -2.06 -4.27 -7.84
N -2.39 -5.04 -8.64
C -0.34 -2.67 -7.31
N 0.66 -2.22 -7.66
C 2.81 -1.65 -3.06
C 2.24 -2.77 -2.18
C 2.67 -4.12 -2.76
C 0.70 -2.66 -2.31
P 2.69 -2.39 -0.38
N 2.20 -0.89 -0.01
C 4.58 -2.40 -0.14
C 5.27 -3.72 -0.46
C 5.16 -1.29 -1.04
C 4.91 -2.00 1.32
C 1.81 -3.57 0.83
C 0.28 -3.46 0.65
C 2.09 -3.11 2.28
C 2.21 -5.04 0.69
H 2.28 -1.65 -4.01
H 3.87 -1.79 -3.30
H 2.69 -0.66 -2.61
H 2.30 -4.19 -3.78
H 2.26 -4.97 -2.21
H 3.75 -4.24 -2.81
H 0.44 -2.52 -3.36
H 0.32 -1.79 -1.76
H 0.19 -3.55 -1.96
H 5.15 -4.03 -1.50
H 4.95 -4.54 0.18
H 6.34 -3.57 -0.29
H 5.25 -1.60 -2.08
H 6.17 -1.07 -0.68
H 4.59 -0.36 -1.00
H 4.82 -2.84 2.00
H 4.29 -1.18 1.68
H 5.95 -1.69 1.34
H -0.05 -2.43 0.57
H -0.22 -3.88 1.53
H -0.09 -4.01 -0.21
H 2.00 -2.03 2.40
H 3.07 -3.41 2.63
H 1.36 -3.59 2.94
H 2.00 -5.44 -0.30
H 1.62 -5.62 1.40
H 3.26 -5.22 0.92
```

Calculated values
Electronic energy ... -2545.11284 hartree
Frontier orbital gap (spin up / spin down) ... 5.78 / 5.39 eV
Charge ... 0
Multiplicity ... 1

---

The following is a quantum chemistry calculation of a molecular structure, C24H27F4N5SZr, from the OMol25 dataset.

XYZ file:
```
62
Properties=species:S:1:pos:R:3
Zr 0.30 0.22 -0.22
C 1.72 2.67 -1.43
C 0.46 2.38 -2.25
N -0.70 1.94 -1.42
C -1.85 1.62 -2.33
C -3.05 1.05 -1.61
C -1.13 3.02 -0.46
C -1.37 2.45 0.92
N -0.21 1.62 1.25
C 0.68 1.97 2.28
C 1.87 1.24 2.34
F 1.99 0.25 1.37
C 2.86 1.39 3.27
F 3.94 0.61 3.21
C 2.72 2.36 4.25
C 1.56 3.11 4.23
F 1.36 4.04 5.15
C 0.55 2.92 3.29
F -0.54 3.69 3.39
H 2.61 2.54 -2.04
H 1.86 2.02 -0.55
H 1.72 3.68 -1.02
H 0.66 1.58 -2.97
H 0.17 3.26 -2.82
H -1.49 0.93 -3.08
H -2.11 2.55 -2.84
H -2.78 0.23 -0.94
H -3.74 0.63 -2.34
H -3.60 1.79 -1.03
H -2.02 3.52 -0.86
H -0.33 3.76 -0.40
H -2.28 1.84 0.94
H -1.53 3.27 1.62
H 3.48 2.53 5.00
C -0.94 -2.23 3.37
C -1.60 -3.32 2.82
C -1.69 -3.43 1.45
C -1.13 -2.46 0.63
N -0.49 -1.40 1.18
C -0.41 -1.29 2.52
C -1.18 -2.48 -0.85
C -1.75 -3.55 -1.54
C -1.74 -3.56 -2.92
C -1.16 -2.51 -3.62
C -0.62 -1.44 -2.92
C -0.63 -1.38 -1.52
H -0.85 -2.09 4.44
H -2.04 -4.07 3.46
H -2.21 -4.27 1.01
H 0.08 -0.41 2.91
H -2.19 -4.39 -1.02
H -2.18 -4.39 -3.46
H -1.13 -2.52 -4.70
H -0.15 -0.64 -3.50
N 1.94 -3.10 -1.88
C 2.68 -2.22 -1.25
N 3.65 -2.62 -0.43
S 2.51 -0.50 -1.51
H 2.09 -4.10 -1.80
H 1.16 -2.78 -2.45
H 3.89 -3.59 -0.32
H 4.26 -1.93 -0.04
```

Calculated values
Electronic energy ... -2048.79855 hartree
Frontier orbital gap ... 7.13 eV
Charge ... +2
Multiplicity ... 1
ΔE to the lowest compared entry with this formula, charge and spin ... 0.000 eV

---

The lowest charge belongs to which entry? C24H27ClN5O6

---

Among the records above, which one has the highest electronic energy? C24H27ClN4O5

---

Look up the electronic energy of the second one. -3888.56636 hartree